[1]
This record from the OMol25 dataset describes a molecular structure, C32H59F3O16. The level of theory is the ωB97M-V functional and the def2-TZVPD basis.

As for the orbital gap: 6.9283 eV. As for the total energy: -2756.8917 Eh. The value obtained for the lowest unoccupied orbital energy is 0.0066 eV. For the maximum force, the calculation gives 16.19 eV/A. As for the total charge: 0. For the highest occupied orbital energy, the calculation gives -6.922 eV.

CARTESIAN COORDINATES (ANGSTROEM)
C  0.699  -2.566  3.949
O  -0.501  -2.643  3.161
C  -1.076  -1.352  2.911
C  -0.381  -0.529  1.819
O  -0.407  -1.098  0.485
C  0.061  -2.394  0.304
H  1.506  -2.021  3.458
H  1.037  -3.600  4.020
H  0.611  -2.135  4.946
H  -1.031  -0.720  3.798
H  -2.147  -1.309  2.712
H  0.638  -0.442  2.197
H  -0.832  0.460  1.733
H  -0.732  -3.035  0.691
H  1.012  -2.419  0.835
H  0.262  -2.468  -0.765
C  3.629  0.501  1.215
O  2.914  1.717  0.751
C  2.018  2.193  1.716
C  1.269  3.407  1.180
O  2.108  4.584  1.134
C  1.364  5.882  1.234
H  4.460  0.301  0.538
H  2.916  -0.323  1.233
H  3.965  0.587  2.248
H  2.451  2.388  2.697
H  1.240  1.512  2.062
H  0.477  3.597  1.905
H  0.929  3.264  0.154
H  1.982  6.737  0.961
H  1.001  6.102  2.238
H  0.516  5.936  0.551
C  2.462  -0.573  -0.951
O  2.797  -1.151  0.359
C  3.739  -2.227  0.305
C  5.080  -1.646  0.669
O  5.773  -2.299  1.738
C  6.942  -1.565  2.213
H  1.437  -0.238  -0.793
H  2.452  -1.342  -1.724
H  3.016  0.312  -1.264
H  3.752  -2.751  -0.651
H  3.426  -3.055  0.940
H  5.044  -0.583  0.905
H  5.708  -1.848  -0.198
H  6.721  -0.577  2.616
H  7.764  -1.587  1.498
H  7.333  -2.186  3.019
O  1.477  0.779  -2.000
C  1.674  0.178  -3.036
O  2.686  -0.634  -3.200
C  2.829  -0.932  -4.506
C  1.418  -0.816  -5.183
C  0.910  0.309  -4.301
H  3.085  -1.989  -4.583
H  3.708  -0.413  -4.889
H  0.773  -1.685  -5.056
H  1.502  -0.531  -6.232
H  -0.172  0.239  -4.190
H  1.171  1.335  -4.560
O  -0.553  2.636  0.718
C  -0.731  1.613  0.079
O  -1.768  0.833  0.131
C  -1.833  -0.104  -0.897
C  -0.475  -0.168  -1.497
C  0.258  1.045  -0.893
H  -2.605  0.108  -1.637
H  -2.056  -1.023  -0.355
H  -0.555  -0.218  -2.583
H  -0.006  -1.063  -1.088
H  0.450  1.749  -1.703
H  1.185  0.836  -0.359
O  -0.355  4.884  2.892
C  -1.469  4.339  2.738
O  -2.573  5.076  2.861
C  -3.772  4.402  2.987
C  -3.358  2.944  2.719
C  -1.852  2.893  2.454
H  -4.451  4.666  2.177
H  -4.151  4.620  3.985
H  -3.991  2.466  1.971
H  -3.571  2.315  3.584
H  -1.692  2.625  1.410
H  -1.343  2.182  3.105
O  -0.560  -1.508  -3.618
C  -1.191  -2.072  -2.775
O  -0.669  -2.496  -1.686
C  -1.458  -3.483  -1.002
C  -2.569  -3.888  -2.063
C  -2.624  -2.629  -2.900
H  -1.906  -2.940  -0.169
H  -0.802  -4.328  -0.794
H  -3.499  -4.197  -1.586
H  -2.242  -4.741  -2.657
H  -3.309  -1.845  -2.578
H  -2.787  -2.719  -3.974
C  -4.894  -1.563  1.065
C  -4.540  -1.579  -0.424
O  -4.461  -0.198  -0.900
C  -4.106  0.117  -2.117
O  -3.989  -0.767  -3.010
C  -3.892  1.608  -2.307
F  -5.081  2.052  -2.789
F  -3.611  2.159  -1.135
F  -2.899  1.778  -3.244
H  -5.381  -2.502  1.329
H  -5.648  -0.803  1.271
H  -4.136  -1.349  1.819
H  -5.273  -2.191  -0.950
H  -3.675  -2.213  -0.619

[2]
This record from the OMol25 dataset describes a molecular structure, C4H7EuO4. The level of theory is the ωB97M-V functional and the def2-TZVPD basis.

As for the orbital gap (spin up / spin down): 4.7054 / 4.8764 eV. As for the total energy: -1167.3879 Eh. The value obtained for the lowest unoccupied orbital energy (spin up / spin down) is -5.8687 / -5.7043 eV. Its energy above the lowest of the compared OMol25 structures with the same formula, charge and spin is 186.26 kcal per mole. As for the expectation value of S²: 15.76. For the maximum force, the calculation gives 4.39 eV/A. As for the total charge: +1. As for the spin multiplicity: 8. For the highest occupied orbital energy (spin up / spin down), the calculation gives -10.574 / -10.581 eV.

CARTESIAN COORDINATES (ANGSTROEM)
O  -0.635  1.227  1.503
C  0.125  1.688  0.553
O  1.222  0.954  0.445
Eu  2.129  2.297  2.434
O  0.150  2.851  0.135
C  -1.674  -0.162  0.650
H  -2.136  0.457  -0.130
H  -1.999  -1.210  0.619
H  -2.195  -0.110  1.618
C  0.822  -0.562  -1.262
C  -0.162  -1.454  -0.796
O  2.100  -0.972  -1.513
H  0.518  0.133  -2.050
H  0.167  -2.074  0.047
H  -0.919  -1.714  -1.539
H  2.487  -1.348  -0.714

[3]
This record from the OMol25 dataset describes C6H13N in the gas phase. The level of theory is the ωB97M-V functional and the def2-TZVPD basis.

The structure (SMILES) is C=CCC[C@H](C)N. As for the orbital gap: 9.7553 eV. As for the total energy: -291.0939 Eh. The value obtained for the lowest unoccupied orbital energy is 1.1050 eV. Its energy above the lowest of the compared OMol25 structures with the same formula, charge and spin is 40.67 kcal per mole. For the maximum force, the calculation gives 2.83 eV/A. As for the total charge: 0. For the highest occupied orbital energy, the calculation gives -8.650 eV.

CARTESIAN COORDINATES (ANGSTROEM)
C  0.700  -2.310  2.199
C  1.129  -1.446  1.250
C  0.791  -0.013  1.398
C  -0.385  0.378  0.421
C  -0.012  0.828  -1.002
C  -1.239  1.695  -1.544
N  0.372  -0.160  -2.001
H  1.207  -3.264  2.336
H  -0.164  -2.050  2.798
H  1.346  -1.861  0.272
H  0.415  0.177  2.405
H  1.616  0.647  1.129
H  -0.971  1.189  0.870
H  -1.154  -0.415  0.351
H  0.745  1.587  -0.803
H  -1.454  2.557  -0.919
H  -0.921  1.900  -2.572
H  -2.142  1.072  -1.549
H  -0.312  -0.883  -2.181
H  0.431  0.371  -2.861